Record 1
This record from the Open Molecules 2025 dataset describes C24H29BrGeN2O2Ti as an isolated structure in a non-equilibrium geometry. The level of theory is ωB97M-V/def2-TZVPD.

Element x y z (Å)
1 H -1.2432 0.7251 -7.4531
2 C 3.5662 1.3971 0.4974
3 C -2.1737 -2.4411 -0.4609
4 H -3.0057 -1.6986 5.4568
5 C -3.6188 -3.3571 1.1983
6 C -1.6460 -0.8929 3.9903
7 C -2.7161 -1.7152 4.4152
8 C -2.0014 0.7773 -4.7665
9 C 0.9671 -0.0955 2.8000
10 C -3.2058 -3.3248 -0.0999
11 C -1.7847 0.6699 -3.2559
12 C -3.3666 -2.5199 3.5310
13 C 4.3607 2.0333 1.4314
14 N -0.1660 -0.1210 2.1908
15 C 1.5640 -2.9432 -7.1085
16 N -1.5788 -1.6489 0.4027
17 H 1.6576 -1.1482 -5.0287
18 Ge -0.0654 -0.1601 -2.8029
19 H -2.5758 0.0774 -2.7895
20 C 2.4555 0.6710 0.9128
21 C -1.2209 1.7112 -6.9818
22 H -0.6579 -2.5427 -3.5609
23 H 0.1679 -3.7336 -5.6656
24 H -2.9862 1.2240 -4.9395
25 C -2.9946 -2.5272 2.1616
26 C 0.2537 -1.9365 -3.5762
27 O 1.7065 0.0022 0.0098
28 C 0.7566 -1.7716 -5.0173
29 H -2.0542 -0.2226 -5.2120
30 H -1.1398 -0.2547 4.7028
31 H 0.0472 1.1595 -5.3365
32 H 1.0036 -2.4646 -2.9822
33 H 1.8125 -3.6405 -5.0796
34 H 2.7785 1.1192 4.2741
35 C -1.2626 -0.8869 2.6801
36 H 1.1910 0.6973 -2.9901
37 H 2.4775 -2.3453 -7.1423
38 H -4.4179 -4.0138 1.5193
39 H 0.8205 -2.4381 -7.7295
40 C -1.9643 -1.6828 1.7258
41 C 2.1333 0.5959 2.2813
42 H -4.1772 -3.1647 3.8446
43 H 0.0161 -1.2377 -5.6216
44 H -3.6514 -3.9478 -0.8615
45 C 4.0753 1.9321 2.7925
46 C 1.0680 -3.1104 -5.6819
47 H 3.7970 1.4347 -0.5576
48 O -0.9868 1.3309 -0.1415
49 H 1.1068 -0.6164 3.7494
50 H 5.2243 2.6043 1.1176
51 H -1.8477 -2.3894 -1.4954
52 Ti -0.1753 -0.0273 0.0567
53 H -0.4629 2.3032 -7.4948
54 C 2.9898 1.2012 3.2149
55 Br 5.1858 2.7870 4.0499
56 H -2.1890 2.1806 -7.1693
57 H -0.8923 2.5971 -5.0390
58 C -0.9449 1.6018 -5.4920
59 H -1.7968 1.6412 -2.7587
60 H 1.7832 -3.9036 -7.5756

## Properties
Energy relative to the best compared isomer or geometry (same formula, charge and spin)   58.15 kcal per mole
Max |F|   0.0229 hartree/bohr
Net charge   +1
Gap between HOMO and LUMO (spin up / spin down)   0.265 / 0.233 Ha
DFT total energy   -182103.6478 eV
<S²>   0.753
Spin multiplicity   2

***

Record 2
This record from the Open Molecules 2025 dataset describes C24H29ClF6IN6O2 as an isolated structure. The level of theory is ωB97M-V/def2-TZVPD.

Element x y z (Å)
1 H -3.1534 3.3698 -1.5768
2 H -0.7485 1.9783 1.6599
3 C 7.0670 0.7398 -1.7512
4 C 1.2415 1.2863 1.6512
5 F -2.0885 2.4620 -6.3180
6 C 0.5607 -0.2350 -0.5802
7 H 4.6844 -3.8943 2.6750
8 H -0.4487 -2.9735 8.7984
9 C -0.0427 1.3281 1.1704
10 C -1.8011 0.7152 -0.4408
11 H -2.3854 -3.1858 -2.2472
12 H -2.1364 -3.4995 8.9362
13 O -2.2073 1.9948 -0.4049
14 C 3.6480 -3.9612 3.0021
15 F 1.1919 -1.2328 -2.6792
16 C -0.7711 2.4557 -6.1201
17 N 7.5628 -0.8499 0.2513
18 H -1.0495 -2.2930 -0.5381
19 N -1.8904 -2.0260 6.1730
20 H -1.3567 1.5409 -3.8425
21 F -0.3492 1.1897 -6.0595
22 H -0.1930 -2.6144 4.3949
23 H 0.2907 1.8528 -3.3767
24 H 7.2534 1.7717 -1.4605
25 C -1.1232 3.1008 -2.3257
26 H 3.5788 -4.6641 3.8298
27 H 3.0297 -4.3128 2.1773
28 C -6.6164 2.7807 0.2557
29 C -5.6994 3.7174 -0.3797
30 H -0.9626 -3.6369 -3.1654
31 H -7.5094 2.6684 -0.3556
32 C -2.4346 2.5738 -1.7224
33 N 0.7822 -2.5857 1.4040
34 C -1.2777 -3.4408 8.2709
35 H 0.2735 -3.1352 -1.3386
36 Cl 3.0946 -1.2153 -0.6539
37 H -6.1341 1.8112 0.3659
38 C -0.4298 3.2080 -4.8074
39 H -1.3591 -1.6341 3.5051
40 C -0.5022 -2.3868 -1.4647
41 N -4.9805 4.4592 -0.8767
42 H -2.9012 1.8338 -2.3687
43 C -0.3892 0.5693 0.0560
44 N 2.1671 0.5222 1.0418
45 F 0.8873 3.5401 -4.8835
46 H -0.5898 -0.4500 -2.3298
47 C 0.1460 -1.0505 -1.7964
48 N 2.8110 -1.6191 3.7637
49 H 7.7143 0.4840 -2.5874
50 C 7.3407 -0.1485 -0.6277
51 C -0.6629 2.3348 -3.5781
52 I 4.0809 0.5875 1.8234
53 C 1.8580 -0.2409 -0.0303
54 F -0.1856 3.0390 -7.1621
55 H -1.2587 4.1581 -2.5289
56 H -6.9007 3.1532 1.2375
57 H -0.9903 -4.4463 7.9704
58 C 0.3107 -2.2546 2.3969
59 C -0.3012 -1.8329 3.6525
60 C -1.4294 -2.8264 -2.6130
61 F -1.1605 4.3382 -4.7843
62 H 1.5279 1.8707 2.5081
63 C 3.1803 -2.6516 3.4279
64 H -1.6232 -2.0292 -3.3271
65 O -2.4911 -0.1924 -0.7778
66 H -0.3511 3.0328 -1.5649
67 C -1.6207 -2.6519 7.0947
68 H 6.0287 0.6367 -2.0611
69 H 0.1945 -0.9339 4.0128

## Properties
Max |F|   0.0145 hartree/bohr
Net charge   +1
Gap between HOMO and LUMO   0.323 Ha
DFT total energy   -75314.0803 eV

***

Record 3
This record from the Open Molecules 2025 dataset describes C24H29CoN5 as an isolated structure in a non-equilibrium geometry. The level of theory is ωB97M-V/def2-TZVPD.

Element x y z (Å)
1 C 1.7554 0.0910 -4.3058
2 H 2.0612 -0.8427 -3.8317
3 H -0.9850 -3.2280 0.3052
4 H -0.6699 -0.6183 -5.3576
5 C -0.7371 -0.8448 4.5390
6 C 0.3455 0.5639 -2.3957
7 C -1.4941 -1.3929 2.1942
8 C 3.0322 0.4233 0.5936
9 C -0.0056 1.9195 -4.4028
10 H 5.0263 0.6832 -0.1255
11 H 0.7487 2.6568 -4.1302
12 C -0.6699 -0.6135 3.1762
13 H -0.0427 -0.1925 6.4611
14 H 1.2695 -3.6531 0.7514
15 H 2.9141 1.4578 0.9000
16 H 0.8422 -2.5232 2.0169
17 H 1.3582 1.6445 5.4899
18 C -0.0049 -0.0321 5.3915
19 H 2.4934 0.8612 -4.0844
20 H 3.3241 -3.2603 -0.3134
21 C -3.8222 1.1880 0.0108
22 C 0.7769 0.9874 4.8588
23 C 0.3467 0.5278 -3.8521
24 H -0.0357 1.8561 -5.4896
25 C -0.7140 -0.5126 -4.2747
26 C -0.3398 -2.3490 0.2180
27 H -2.5307 -1.0657 2.2958
28 H -0.8950 3.2736 1.3000
29 H 1.7358 -0.0642 -5.3833
30 H -4.9873 2.9913 0.0628
31 C -2.5705 0.6517 0.2385
32 H 5.2140 -1.7198 -0.8045
33 C 4.2120 -0.0107 0.0277
34 H -0.5154 -1.4942 -3.8397
35 C 0.9768 -2.6213 0.9368
36 C -2.2110 -0.7725 -0.0636
37 N -1.5608 1.4067 0.6940
38 H -1.7198 -0.1844 -4.0095
39 C -4.0176 2.5445 0.2409
40 H -3.0575 -1.4433 0.1001
41 C 2.1038 -1.7170 0.5206
42 N 1.9997 -0.4076 0.8165
43 H -0.1661 -2.1662 -0.8420
44 H -3.0765 4.3781 0.8937
45 H -1.4662 -2.4576 2.4300
46 C -2.9628 3.3202 0.7045
47 H -1.3610 -1.6433 4.9191
48 N 0.3457 0.6073 -1.2463
49 N 0.0941 0.3584 2.6760
50 H -1.9242 -0.8553 -1.1134
51 C 0.8095 1.1472 3.4902
52 H -4.6274 0.5599 -0.3473
53 C 3.2530 -2.2072 -0.0765
54 C 4.3110 -1.3468 -0.3382
55 C -1.7416 2.7124 0.9229
56 H -0.9797 2.2588 -4.0514
57 N -1.0604 -1.1766 0.7815
58 Co 0.1872 0.4267 0.6894
59 H 1.4156 1.9197 3.0319

## Properties
Energy relative to the best compared isomer or geometry (same formula, charge and spin)   9.35 kcal per mole
Max |F|   0.0472 hartree/bohr
Net charge   +3
Gap between HOMO and LUMO (spin up / spin down)   0.261 / 0.261 Ha
DFT total energy   -70411.4294 eV

***

Record 4
This record from the Open Molecules 2025 dataset describes C24H29CsN6O6S2 as an isolated structure. The level of theory is ωB97M-V/def2-TZVPD.

Element x y z (Å)
1 C 0.5111 4.7573 0.8494
2 C 0.1706 -2.6435 1.9712
3 N -0.5638 -5.2434 -0.3290
4 H -0.0300 -4.3959 -2.9066
5 H -1.0618 7.9942 -2.0733
6 C -2.4801 -0.6914 -3.7503
7 C 0.4746 -7.4119 -0.9670
8 H 1.9256 3.3272 7.1301
9 H -0.2199 -3.2380 2.7879
10 H 0.8353 1.4751 5.9612
11 H -1.7181 -4.0583 -3.3333
12 H -1.2996 -3.3995 -1.0027
13 C 0.9793 -2.4982 -0.2617
14 Cs -0.4326 1.7223 -1.6531
15 C -1.4010 -4.4493 -1.2426
16 H -0.2775 -1.8925 -2.6152
17 O 0.5442 3.9484 -0.0859
18 N 0.8820 4.5465 2.1331
19 H 1.2499 -2.9445 -1.2122
20 C -3.2778 -0.4565 -2.4354
21 C 0.1986 -4.7423 0.6850
22 C -0.5018 8.4444 1.2429
23 C 0.1664 -1.7258 -3.5942
24 H -1.2194 -5.7238 -2.9952
25 C 0.0292 6.1683 0.5889
26 O 0.3138 6.9389 2.8476
27 H 0.6444 5.9784 2.8328
28 H -0.8956 -7.0466 0.6475
29 H -0.2551 5.7150 -1.4582
30 O -2.6509 0.1096 -1.4884
31 H -2.2226 -1.7663 -3.7072
32 C -0.1521 -0.2512 -3.9643
33 C -0.3374 6.4982 -0.7151
34 C -0.7308 -6.6920 -0.3685
35 H 0.2249 -0.7523 3.0124
36 H 1.9693 -1.8738 -4.4713
37 C -0.0476 7.1664 1.5810
38 H -2.4461 -4.7041 -1.0582
39 C 1.6408 3.0306 3.5746
40 H 1.3675 -7.1682 -0.3917
41 N 1.2310 -1.1866 -0.1505
42 H -0.3046 -2.4336 -4.2798
43 O -4.4540 -0.8871 -2.4378
44 H 0.3267 -8.4959 -0.9383
45 C -0.7824 7.7672 -1.0513
46 C 0.4371 -3.2629 0.7595
47 H 1.1527 0.4600 1.1136
48 N 1.2816 3.2733 2.3942
49 N -1.3724 0.2030 -3.9804
50 N 1.6017 -2.0337 -3.5416
51 H -1.2122 9.7410 -0.3028
52 H 0.6282 -7.1070 -2.0047
53 S 2.2444 1.4244 4.0173
54 O 0.6926 -5.4821 1.5308
55 C 1.8970 1.6331 5.7764
56 H -0.5515 9.1894 2.0296
57 H 2.0219 -1.2826 -3.0022
58 S 1.6032 4.2077 4.9399
59 C -1.0666 -4.6775 -2.7128
60 O 0.8765 0.4926 -4.0718
61 C 0.4160 -1.2927 2.0944
62 H 2.4755 0.8909 6.3280
63 C 0.9481 -0.6052 1.0120
64 H 3.3918 3.1434 6.1461
65 C -0.8656 8.7433 -0.0590
66 H -3.2044 -0.6200 -4.5662
67 C 2.3072 3.0478 6.1455
68 H -1.6254 -6.9012 -0.9532

## Properties
Energy relative to the best compared isomer or geometry (same formula, charge and spin)   9.44 kcal per mole
Max |F|   0.0146 hartree/bohr
Net charge   -2
Gap between HOMO and LUMO   0.201 Ha
DFT total energy   -68806.1199 eV

***

Repeat the second record exactly.
This record from the Open Molecules 2025 dataset describes C24H29ClF6IN6O2 as an isolated structure. The level of theory is ωB97M-V/def2-TZVPD.

Element x y z (Å)
1 H -3.1534 3.3698 -1.5768
2 H -0.7485 1.9783 1.6599
3 C 7.0670 0.7398 -1.7512
4 C 1.2415 1.2863 1.6512
5 F -2.0885 2.4620 -6.3180
6 C 0.5607 -0.2350 -0.5802
7 H 4.6844 -3.8943 2.6750
8 H -0.4487 -2.9735 8.7984
9 C -0.0427 1.3281 1.1704
10 C -1.8011 0.7152 -0.4408
11 H -2.3854 -3.1858 -2.2472
12 H -2.1364 -3.4995 8.9362
13 O -2.2073 1.9948 -0.4049
14 C 3.6480 -3.9612 3.0021
15 F 1.1919 -1.2328 -2.6792
16 C -0.7711 2.4557 -6.1201
17 N 7.5628 -0.8499 0.2513
18 H -1.0495 -2.2930 -0.5381
19 N -1.8904 -2.0260 6.1730
20 H -1.3567 1.5409 -3.8425
21 F -0.3492 1.1897 -6.0595
22 H -0.1930 -2.6144 4.3949
23 H 0.2907 1.8528 -3.3767
24 H 7.2534 1.7717 -1.4605
25 C -1.1232 3.1008 -2.3257
26 H 3.5788 -4.6641 3.8298
27 H 3.0297 -4.3128 2.1773
28 C -6.6164 2.7807 0.2557
29 C -5.6994 3.7174 -0.3797
30 H -0.9626 -3.6369 -3.1654
31 H -7.5094 2.6684 -0.3556
32 C -2.4346 2.5738 -1.7224
33 N 0.7822 -2.5857 1.4040
34 C -1.2777 -3.4408 8.2709
35 H 0.2735 -3.1352 -1.3386
36 Cl 3.0946 -1.2153 -0.6539
37 H -6.1341 1.8112 0.3659
38 C -0.4298 3.2080 -4.8074
39 H -1.3591 -1.6341 3.5051
40 C -0.5022 -2.3868 -1.4647
41 N -4.9805 4.4592 -0.8767
42 H -2.9012 1.8338 -2.3687
43 C -0.3892 0.5693 0.0560
44 N 2.1671 0.5222 1.0418
45 F 0.8873 3.5401 -4.8835
46 H -0.5898 -0.4500 -2.3298
47 C 0.1460 -1.0505 -1.7964
48 N 2.8110 -1.6191 3.7637
49 H 7.7143 0.4840 -2.5874
50 C 7.3407 -0.1485 -0.6277
51 C -0.6629 2.3348 -3.5781
52 I 4.0809 0.5875 1.8234
53 C 1.8580 -0.2409 -0.0303
54 F -0.1856 3.0390 -7.1621
55 H -1.2587 4.1581 -2.5289
56 H -6.9007 3.1532 1.2375
57 H -0.9903 -4.4463 7.9704
58 C 0.3107 -2.2546 2.3969
59 C -0.3012 -1.8329 3.6525
60 C -1.4294 -2.8264 -2.6130
61 F -1.1605 4.3382 -4.7843
62 H 1.5279 1.8707 2.5081
63 C 3.1803 -2.6516 3.4279
64 H -1.6232 -2.0292 -3.3271
65 O -2.4911 -0.1924 -0.7778
66 H -0.3511 3.0328 -1.5649
67 C -1.6207 -2.6519 7.0947
68 H 6.0287 0.6367 -2.0611
69 H 0.1945 -0.9339 4.0128

## Properties
Max |F|   0.0145 hartree/bohr
Net charge   +1
Gap between HOMO and LUMO   0.323 Ha
DFT total energy   -75314.0803 eV